Entry 1:
DFT (ωB97M-V/def2-TZVPD) results for a structure of composition C15H28KO15 in a non-equilibrium geometry.

ORCA input file:
```
! RIJCOSX wB97M-V def2-TZVPD def2/J DEFGRID3
* xyz 1 1
K -11.278 -3.979 6.071
C -12.046 -7.668 9.700
C -11.282 -7.306 10.919
O -10.569 -6.198 10.374
C -11.177 -5.714 9.283
O -10.944 -4.596 8.737
O -12.166 -6.490 8.973
H -13.021 -8.052 9.999
H -11.560 -8.404 9.058
H -10.617 -8.057 11.346
H -12.037 -7.109 11.680
C -7.912 -6.100 7.996
O -7.253 -5.721 6.780
C -7.641 -4.577 6.167
O -8.576 -3.834 6.477
O -6.751 -4.315 5.254
C -7.109 -3.571 4.156
H -8.433 -5.254 8.444
H -7.203 -6.454 8.745
H -8.691 -6.855 7.885
H -7.494 -4.308 3.452
H -6.245 -3.063 3.725
H -7.903 -2.840 4.306
C -8.763 -0.683 7.972
O -9.737 0.281 7.425
C -10.889 -0.042 6.815
O -11.389 -1.160 6.758
O -11.347 1.093 6.213
C -12.502 1.043 5.445
H -8.597 -0.291 8.975
H -7.841 -0.633 7.393
H -9.020 -1.741 8.032
H -12.327 0.681 4.432
H -12.729 2.088 5.231
H -13.297 0.483 5.937
C -15.214 -5.273 9.314
O -15.456 -4.140 8.480
C -14.670 -3.868 7.461
O -13.848 -4.536 6.927
O -15.173 -2.792 6.734
C -16.035 -1.784 7.320
H -14.311 -5.001 9.863
H -14.889 -6.204 8.851
H -15.885 -5.369 10.168
H -15.729 -1.521 8.333
H -17.058 -2.140 7.444
H -15.978 -0.905 6.678
C -12.574 -2.184 2.430
O -12.133 -3.313 1.769
C -11.259 -4.176 2.337
O -10.647 -3.935 3.370
O -11.074 -5.236 1.515
C -10.075 -6.215 1.589
H -12.182 -2.036 3.437
H -13.663 -2.224 2.435
H -12.211 -1.336 1.848
H -9.863 -6.563 2.600
H -9.185 -5.665 1.284
H -10.255 -7.132 1.027
*
```

energy: -63041.27353 eV
F_max: 5.0 eV Å⁻¹
HOMO-LUMO gap: 11.13 eV

***

Entry 2:
DFT (ωB97M-V/def2-TZVPD) results for a structure of composition C15H28MgN2O6.

ORCA input file:
```
! RIJCOSX wB97M-V def2-TZVPD def2/J DEFGRID3
* xyz 2 1
Mg 0.402 -0.040 0.395
C -0.420 1.685 -1.944
C 1.086 1.649 -2.050
O 1.493 0.517 -1.255
C 2.756 -0.100 -1.553
C 2.603 -1.620 -1.402
O 1.568 -1.937 -0.461
C 0.661 -2.963 -0.883
C -0.512 -2.294 -1.550
O -1.029 -1.291 -0.648
C -2.079 -1.784 0.208
C -2.427 -0.679 1.164
O -1.195 -0.211 1.744
C -1.410 0.765 2.783
C -0.122 1.535 2.987
O 0.469 1.915 1.734
C -0.018 3.113 1.117
C -1.124 2.789 0.132
O -0.799 1.573 -0.560
H -0.852 0.820 -2.445
H -0.833 2.589 -2.389
H 1.564 2.552 -1.666
H 1.394 1.502 -3.086
H 3.516 0.306 -0.885
H 3.033 0.140 -2.578
H 3.541 -2.044 -1.043
H 2.371 -2.073 -2.367
H 0.351 -3.488 0.022
H 1.149 -3.686 -1.536
H -1.301 -2.997 -1.819
H -0.203 -1.760 -2.449
H -1.731 -2.671 0.742
H -2.949 -2.049 -0.393
H -3.089 -1.052 1.946
H -2.909 0.156 0.648
H -1.698 0.257 3.704
H -2.231 1.417 2.479
H 0.621 0.915 3.484
H -0.307 2.416 3.603
H 0.837 3.553 0.604
H -0.362 3.825 1.870
H -1.252 3.608 -0.577
H -2.082 2.626 0.624
N 2.933 0.579 2.128
C 3.873 0.081 2.947
C 3.576 -1.248 3.147
C 2.429 -1.469 2.383
N 2.026 -0.357 1.767
H 2.776 1.543 1.885
H 4.665 0.702 3.333
H 4.116 -1.955 3.752
H 1.884 -2.389 2.246
*
```

energy: -36706.98566 eV
F_max: 0.3 eV Å⁻¹
HOMO-LUMO gap: 10.92 eV

***

Entry 3:
DFT (ωB97M-V/def2-TZVPD) results for a structure of composition C15H28N4OSSiW.

ORCA input file:
```
! RIJCOSX wB97M-V def2-TZVPD def2/J DEFGRID3
* xyz 2 1
W -0.388 0.161 0.139
C -0.486 -0.013 4.568
C -0.672 0.290 3.115
N -0.326 -0.597 2.137
N 0.061 -1.821 2.676
C 0.536 -2.905 2.100
N 0.723 -3.983 2.862
S 1.012 -3.148 0.458
C -1.192 1.488 2.646
C -1.760 2.504 3.467
C -2.312 3.606 2.911
C -2.300 3.723 1.498
C -1.755 2.753 0.733
N -1.183 1.604 1.269
H 0.545 -0.312 4.784
H -1.172 -0.788 4.927
H -0.673 0.866 5.173
H -0.067 -1.879 3.679
H 0.369 -4.049 3.804
H 1.183 -4.800 2.491
H -1.767 2.379 4.539
H -2.755 4.377 3.524
H -2.721 4.591 1.011
H -1.734 2.827 -0.338
C 1.274 -3.433 -2.895
Si 2.044 -1.954 -2.084
C 1.923 -0.395 -3.078
C 3.739 -2.239 -1.394
C 0.891 -1.631 -0.457
H 1.807 -3.642 -3.826
H 0.227 -3.259 -3.154
H 1.335 -4.337 -2.287
H 2.772 -0.358 -3.765
H 1.972 0.502 -2.458
H 1.017 -0.366 -3.682
H 4.432 -2.378 -2.228
H 3.806 -3.128 -0.768
H 4.096 -1.380 -0.821
H -0.182 -1.573 -0.869
H 1.422 -0.688 -0.046
C -0.196 2.886 -2.784
C -1.011 1.615 -2.705
C -2.505 1.807 -2.847
O -0.736 0.965 -1.422
H -0.337 3.334 -3.768
H 0.866 2.688 -2.649
H -0.517 3.613 -2.038
H -0.663 0.896 -3.446
H -2.887 2.551 -2.149
H -3.038 0.870 -2.696
H -2.717 2.160 -3.856
*
```

energy: -44539.18215 eV
F_max: 0.4 eV Å⁻¹
HOMO-LUMO gap (alpha / beta): 5.89 / 5.84 eV

***

Entry 4:
DFT (ωB97M-V/def2-TZVPD) results for an isolated molecule of C15H28O2.

ORCA input file:
```
! RIJCOSX wB97M-V def2-TZVPD def2/J DEFGRID3
* xyz 0 1
O -0.568 -1.972 -0.982
C -1.368 -2.149 -0.100
C -2.869 -2.142 -0.281
C -3.323 -1.188 -1.389
C -3.737 0.187 -0.866
C -2.625 0.974 -0.173
C -1.483 1.379 -1.105
C -0.608 2.452 -0.456
C 0.659 2.777 -1.251
C 1.730 1.686 -1.199
C 2.348 1.524 0.189
C 3.381 0.392 0.238
C 3.467 -0.285 1.613
C 2.613 -1.552 1.710
C 1.124 -1.309 1.477
C 0.353 -2.626 1.444
O -1.037 -2.440 1.163
H -3.133 -3.169 -0.546
H -3.345 -1.915 0.673
H -4.179 -1.623 -1.910
H -2.512 -1.087 -2.112
H -4.564 0.057 -0.162
H -4.113 0.777 -1.706
H -3.069 1.879 0.251
H -2.222 0.389 0.657
H -1.893 1.769 -2.039
H -0.883 0.502 -1.345
H -1.199 3.366 -0.355
H -0.339 2.133 0.552
H 0.381 2.952 -2.293
H 1.088 3.705 -0.864
H 2.519 1.935 -1.912
H 1.296 0.735 -1.512
H 1.558 1.319 0.909
H 2.819 2.464 0.489
H 3.127 -0.363 -0.508
H 4.359 0.792 -0.036
H 4.502 -0.570 1.815
H 3.168 0.422 2.389
H 2.754 -2.003 2.697
H 2.970 -2.270 0.968
H 0.715 -0.671 2.264
H 0.979 -0.819 0.516
H 0.779 -3.280 0.675
H 0.380 -3.131 2.411
*
```

energy: -20105.39890 eV
F_max: 0.5 eV Å⁻¹
HOMO-LUMO gap: 11.34 eV

***

Entry 5:
DFT (ωB97M-V/def2-TZVPD) results for a cluster of 4 separate species, C15H29BO10P2 in total in a non-equilibrium geometry.

ORCA input file:
```
! RIJCOSX wB97M-V def2-TZVPD def2/J DEFGRID3
* xyz 0 1
C 2.157 2.866 0.884
C 3.243 3.874 0.565
O 4.420 3.677 1.331
C 5.535 3.211 0.605
B 5.408 1.764 0.012
P 6.692 1.077 -1.203
P 6.110 -0.983 -1.556
O 4.777 -1.234 -1.076
O 7.233 -1.929 -0.935
O 6.162 -1.241 -3.128
H 2.312 1.979 0.290
H 1.179 3.249 0.641
H 2.260 2.604 1.925
H 2.851 4.851 0.823
H 3.447 3.918 -0.500
H 6.375 3.174 1.296
H 5.837 3.911 -0.177
H 4.476 1.094 0.291
H 7.889 0.985 -0.475
H 7.303 -2.710 -1.515
H 6.793 -0.632 -3.551
O -1.276 2.977 2.088
C -1.429 1.874 1.648
C -2.191 0.721 2.274
C -1.701 -0.485 1.471
C -1.366 0.155 0.132
O -0.937 1.500 0.448
H -3.260 0.897 2.137
H -1.964 0.647 3.334
H -2.413 -1.299 1.397
H -0.794 -0.882 1.926
H -2.231 0.218 -0.529
H -0.562 -0.359 -0.389
O -3.534 -3.123 1.450
C -2.637 -3.887 1.647
C -2.716 -5.402 1.659
C -1.409 -5.801 2.341
C -0.495 -4.643 1.962
O -1.356 -3.492 1.867
H -2.765 -5.751 0.627
H -3.596 -5.732 2.202
H -1.021 -6.770 2.034
H -1.550 -5.822 3.422
H -0.013 -4.792 0.994
H 0.270 -4.447 2.709
O -4.705 -0.899 -2.624
C -4.811 0.289 -2.644
C -6.042 1.105 -2.994
C -5.462 2.500 -3.230
C -4.239 2.489 -2.320
O -3.793 1.120 -2.306
H -6.724 1.082 -2.144
H -6.533 0.696 -3.871
H -6.149 3.314 -3.012
H -5.147 2.595 -4.270
H -4.479 2.783 -1.297
H -3.431 3.117 -2.686
*
```

energy: -55755.80920 eV
F_max: 1.8 eV Å⁻¹
HOMO-LUMO gap: 9.28 eV

***

Which value of F_max does entry 5 give?
1.8 eV Å⁻¹